Entry 1:
Density functional theory data (ωB97M-V/def2-TZVPD) for a 2-piece molecular cluster, C16H17BF8NO11 overall at a distorted geometry.

Output
largest force on an atom: 4.95 eV Å⁻¹
E_LUMO: -5.86 eV
HOMO energy: -12.63 eV
E: -2325.81424 Eh
total charge: +1
gap between HOMO and LUMO: 6.770 eV

Geometry (Å):
1 C 3.92 0.69 -0.01
2 C 3.07 1.99 -0.15
3 O 1.67 1.78 -0.32
4 B 0.95 1.59 0.86
5 O 1.32 2.13 2.08
6 C -0.45 0.70 0.84
7 C -1.57 1.76 0.63
8 O -1.25 2.89 0.67
9 C -3.10 1.40 0.35
10 F -3.09 0.73 -0.83
11 F -3.71 2.58 0.17
12 C -3.72 0.58 1.51
13 F -3.48 1.31 2.64
14 F -3.12 -0.61 1.70
15 C -5.29 0.34 1.45
16 F -5.96 1.00 2.41
17 F -5.50 -0.97 1.70
18 C -5.96 0.62 0.07
19 O -6.01 -0.23 -0.75
20 O -6.53 1.81 -0.20
21 O -0.46 0.17 2.19
22 C -0.24 -1.19 2.29
23 O -0.34 -1.81 3.26
24 C 0.20 -1.69 0.87
25 C 1.75 -1.79 1.03
26 C -0.26 -3.18 0.66
27 C -1.13 -3.41 -0.59
28 O -0.75 -3.87 -1.58
29 F -2.44 -3.01 -0.47
30 C -0.41 -0.59 -0.03
31 C -0.02 -0.48 -1.51
32 O -0.74 0.00 -2.31
33 N 1.27 -1.01 -2.00
34 C 1.19 -1.04 -3.44
35 O 0.84 -1.96 -4.03
36 F 1.58 0.07 -4.14
37 H 4.95 0.92 -0.43
38 H 4.08 0.35 1.03
39 H 3.54 -0.17 -0.59
40 H 3.42 2.49 -1.08
41 H 3.34 2.67 0.68
42 H 0.73 2.88 2.29
43 H -6.92 1.73 -1.09
44 H 2.16 -0.90 1.57
45 H 2.26 -1.89 0.06
46 H 1.98 -2.64 1.70
47 H -0.84 -3.54 1.54
48 H 0.62 -3.83 0.54
49 H -1.49 -0.90 -0.06
50 H 1.91 -0.21 -1.82
51 O 6.86 1.31 -2.22
52 H 7.42 0.66 -2.70
53 H 6.36 1.89 -2.85
54 H 7.38 1.84 -1.58

Entry 2:
Density functional theory data (ωB97M-V/def2-TZVPD) for a 4-piece molecular cluster, C22H46N5O6 overall at a distorted geometry.

Output
multiplicity: 2
largest force on an atom: 4.58 eV Å⁻¹
E_LUMO (alpha / beta): 0.42 / 0.24 eV
HOMO energy (alpha / beta): -8.49 / -9.08 eV
E: -1590.89973 Eh
gap between HOMO and LUMO (alpha / beta): 8.909 / 9.322 eV

Geometry (Å):
1 C -2.17 0.28 4.17
2 C -1.22 -0.11 2.90
3 C -0.43 -1.45 3.41
4 C -2.13 -0.57 1.67
5 C -2.18 0.39 0.40
6 N -2.03 -0.51 -0.82
7 C -3.56 1.18 0.18
8 C -4.89 0.30 0.33
9 C -5.60 0.77 1.72
10 C -6.40 2.13 1.53
11 O -7.07 2.42 0.52
12 O -6.33 3.14 2.56
13 C -0.99 1.46 0.28
14 C -0.58 2.01 1.73
15 C -1.64 3.03 2.38
16 C 0.77 2.91 1.49
17 N -0.16 0.89 2.61
18 O 0.94 0.33 2.14
19 H -1.87 1.33 4.56
20 H -3.27 0.35 3.90
21 H -1.95 -0.43 5.05
22 H -1.27 -2.11 3.85
23 H 0.00 -2.03 2.52
24 H 0.35 -1.22 4.19
25 H -3.17 -0.84 2.11
26 H -1.71 -1.59 1.31
27 H -2.90 -1.05 -0.98
28 H -1.82 0.05 -1.66
29 H -3.69 2.11 0.83
30 H -3.54 1.56 -0.91
31 H -5.62 0.55 -0.52
32 H -4.71 -0.82 0.39
33 H -6.18 -0.06 2.23
34 H -4.71 1.02 2.43
35 H -5.47 3.61 2.52
36 H -1.25 2.28 -0.47
37 H -0.07 0.90 -0.14
38 H -2.64 2.53 2.67
39 H -1.25 3.54 3.32
40 H -1.93 3.84 1.61
41 H 1.28 2.93 2.52
42 H 1.43 2.45 0.70
43 H 0.42 3.97 1.26
44 C 2.50 4.00 -1.76
45 O 1.76 3.44 -0.98
46 N 2.97 3.46 -2.93
47 C 3.85 4.20 -3.81
48 C 2.57 2.12 -3.29
49 H 2.87 5.02 -1.58
50 H 3.37 4.30 -4.79
51 H 4.79 3.64 -3.92
52 H 4.07 5.19 -3.42
53 H 1.48 2.08 -3.37
54 H 2.89 1.43 -2.50
55 H 3.01 1.82 -4.24
56 C 2.50 -4.11 3.16
57 O 1.75 -4.68 3.94
58 N 2.97 -4.63 2.00
59 C 3.86 -3.89 1.13
60 C 2.57 -5.97 1.62
61 H 2.86 -3.09 3.36
62 H 3.39 -3.78 0.15
63 H 4.80 -4.45 1.02
64 H 4.08 -2.90 1.53
65 H 1.48 -6.01 1.53
66 H 2.88 -6.67 2.39
67 H 3.03 -6.25 0.67
68 C 3.58 -1.29 -4.44
69 O 3.67 -0.73 -3.36
70 N 2.53 -2.06 -4.84
71 C 2.49 -2.70 -6.14
72 C 1.42 -2.25 -3.93
73 H 4.37 -1.21 -5.20
74 H 1.62 -2.34 -6.69
75 H 2.42 -3.78 -6.00
76 H 3.39 -2.47 -6.71
77 H 0.98 -1.28 -3.69
78 H 1.78 -2.71 -3.01
79 H 0.66 -2.89 -4.38

Entry 3:
Density functional theory data (ωB97M-V/def2-TZVPD) for C6H4O as an isolated structure.

Output
largest force on an atom: 0.66 eV Å⁻¹
E_LUMO: 0.31 eV
HOMO energy: -9.59 eV
ΔE to the lowest compared entry with this formula, charge and spin: 61.4 kcal per mole
E: -306.11371 Eh
gap between HOMO and LUMO: 9.902 eV

Geometry (Å):
1 C -2.27 1.41 -1.74
2 C -1.30 0.92 -1.10
3 C -0.26 0.34 -0.34
4 C 0.03 0.42 0.99
5 C 1.10 -0.49 1.21
6 C 1.38 -1.04 0.00
7 O 0.57 -0.55 -0.96
8 H -2.54 0.36 -1.21
9 H -0.49 1.03 1.70
10 H 1.60 -0.70 2.15
11 H 2.10 -1.77 -0.33

Entry 4:
Density functional theory data (ωB97M-V/def2-TZVPD) for C24H18Cl2N2SSiTi as an isolated structure at a distorted geometry.

Output
largest force on an atom: 1.33 eV Å⁻¹
E_LUMO: -7.97 eV
HOMO energy: -14.99 eV
ΔE to the lowest compared entry with this formula, charge and spin: 10.7 kcal per mole
E: -3491.80457 Eh
total charge: +2
gap between HOMO and LUMO: 7.021 eV

Geometry (Å):
1 Ti 0.23 -0.55 0.35
2 Cl 1.97 -1.48 -0.95
3 C 3.07 -1.58 0.47
4 C 4.41 -1.38 0.22
5 C 5.26 -1.47 1.31
6 C 4.76 -1.73 2.58
7 C 3.40 -1.90 2.79
8 Cl 2.83 -2.20 4.37
9 C 2.49 -1.82 1.72
10 S 0.75 -2.03 1.97
11 H 4.78 -1.19 -0.78
12 H 6.32 -1.35 1.16
13 H 5.42 -1.80 3.43
14 C -3.75 -0.77 3.26
15 C -2.68 -0.02 2.81
16 C -2.07 -0.42 1.63
17 C -2.45 -1.53 0.88
18 C -3.51 -2.29 1.39
19 C -4.16 -1.90 2.55
20 Si -1.57 -1.96 -0.69
21 C -1.97 -0.81 -2.07
22 C -0.97 -0.05 -2.67
23 C -1.25 0.88 -3.67
24 C -2.56 1.04 -4.08
25 C -3.58 0.28 -3.51
26 C -3.29 -0.63 -2.51
27 H -4.27 -0.48 4.16
28 H -2.33 0.85 3.36
29 H -1.25 0.24 1.33
30 H -3.85 -3.18 0.87
31 H -5.00 -2.48 2.92
32 H -1.53 -3.40 -0.95
33 H 0.08 -0.21 -2.42
34 H -0.46 1.44 -4.14
35 H -2.80 1.74 -4.87
36 H -4.60 0.40 -3.85
37 H -4.11 -1.21 -2.07
38 N 5.02 3.27 -0.58
39 C 3.88 3.16 -0.53
40 C 2.46 2.96 -0.49
41 C 1.54 3.90 -0.96
42 C 0.19 3.62 -0.91
43 C -0.22 2.40 -0.41
44 N 0.66 1.49 0.06
45 C 1.97 1.79 0.05
46 H 1.90 4.84 -1.37
47 H -0.55 4.32 -1.26
48 H -1.26 2.12 -0.40
49 H 2.66 1.07 0.48